A molecular structure, C49H58P2PdSi4Te, computed with ωB97M-V with the def2-TZVPD basis set.

Structure (XYZ):
```
115
Properties=species:S:1:pos:R:3:forces:R:3
Pd -0.3267 0.4084 -0.0148 -0.031 -0.124 0.007
C -3.6871 -2.8701 -3.9866 0.015 0.017 -0.023
C -3.9534 -3.5134 -2.7874 0.017 -0.008 0.037
C -3.2203 -3.1999 -1.6497 0.007 -0.029 -0.024
C -2.2227 -2.2316 -1.7103 0.004 0.073 -0.017
C -1.9735 -1.5718 -2.9131 0.034 0.008 -0.010
C -2.6944 -1.9002 -4.0496 -0.016 -0.009 0.018
P -1.1483 -1.7881 -0.3094 0.151 0.012 -0.003
C -1.9118 -2.6586 1.0951 -0.080 0.027 -0.024
C -3.1230 -2.1447 1.5648 -0.004 0.000 0.039
C -3.7372 -2.6900 2.6796 0.022 -0.008 0.001
C -3.1482 -3.7625 3.3396 -0.007 -0.001 -0.015
C -1.9522 -4.2856 2.8729 0.003 0.009 0.007
C -1.3325 -3.7357 1.7566 0.032 0.004 0.022
C 0.4039 -2.6402 -0.6612 -0.035 -0.031 -0.028
C 0.5105 -3.9627 -1.0042 0.008 0.003 -0.028
C 1.7775 -4.5338 -1.2293 0.009 0.013 0.019
C 2.9025 -3.7666 -1.1009 -0.012 -0.012 0.002
C 2.8255 -2.3916 -0.7762 -0.003 0.005 -0.012
C 3.9840 -1.5838 -0.6706 -0.005 0.005 0.013
C 3.8604 -0.2565 -0.3934 -0.024 0.007 0.005
C 2.5865 0.3408 -0.2270 -0.045 0.000 -0.006
C 1.4474 -0.4068 -0.3162 -0.060 -0.096 -0.011
C 1.5478 -1.8101 -0.5746 0.005 0.040 -0.005
H -4.2567 -3.1193 -4.8728 0.003 0.002 0.004
H -4.7286 -4.2674 -2.7356 0.001 0.007 0.003
H -3.4260 -3.7135 -0.7188 -0.004 0.003 -0.007
H -1.2117 -0.7963 -2.9480 -0.024 -0.026 -0.004
H -2.4942 -1.3862 -4.9805 -0.001 -0.011 -0.004
H -3.5885 -1.3094 1.0506 0.009 0.010 0.003
H -4.6702 -2.2750 3.0390 0.005 -0.005 -0.005
H -3.6231 -4.1863 4.2151 0.007 -0.001 -0.005
H -1.4911 -5.1242 3.3796 -0.004 0.005 0.005
H -0.3864 -4.1373 1.4173 -0.014 0.009 0.003
H -0.3810 -4.5719 -1.1054 0.003 0.007 0.004
H 1.8559 -5.5790 -1.4984 0.002 0.002 -0.001
H 3.8821 -4.2019 -1.2619 -0.009 0.000 -0.005
H 4.9569 -2.0362 -0.8207 -0.006 0.009 0.001
H 4.7402 0.3708 -0.3155 -0.012 0.000 -0.002
H 2.5360 1.4031 -0.0332 -0.011 0.019 -0.024
C 1.2730 -1.7379 5.9515 -0.033 -0.055 -0.021
C 1.8378 -0.4723 5.9328 0.021 0.092 -0.044
C 1.5744 0.3996 4.8830 -0.004 0.005 0.060
C 0.7470 0.0056 3.8364 -0.114 -0.166 -0.143
C 0.1820 -1.2701 3.8639 0.066 0.032 0.020
C 0.4375 -2.1346 4.9158 0.019 -0.002 0.017
P 0.2112 1.0618 2.4363 -0.028 0.255 0.081
C -1.3331 1.7320 3.1523 0.119 0.063 0.134
C -1.3476 2.5329 4.2963 -0.032 -0.008 -0.045
C -2.5489 2.9704 4.8258 -0.026 -0.008 -0.008
C -3.7526 2.6020 4.2294 0.022 0.033 0.018
C -3.7478 1.7973 3.1037 0.000 -0.037 -0.015
C -2.5381 1.3645 2.5729 -0.062 0.076 0.021
C 1.3733 2.4632 2.4784 0.099 -0.081 0.040
C 0.9577 3.7861 2.3591 -0.009 0.018 -0.007
C 1.8896 4.8120 2.2738 -0.031 0.002 0.005
C 3.2461 4.5297 2.2831 0.010 -0.014 -0.014
C 3.6723 3.2113 2.3752 -0.015 0.007 0.002
C 2.7432 2.1875 2.4694 0.012 0.016 0.054
H 1.4832 -2.4149 6.7698 -0.003 0.009 0.003
H 2.4849 -0.1537 6.7404 -0.002 -0.008 -0.004
H 2.0126 1.3890 4.8919 0.014 0.015 -0.027
H -0.4709 -1.5829 3.0571 0.011 -0.005 -0.008
H -0.0131 -3.1191 4.9210 -0.001 -0.003 0.003
H -0.4139 2.8149 4.7683 0.001 0.008 -0.003
H -2.5513 3.5989 5.7074 -0.008 -0.008 -0.003
H -4.6899 2.9493 4.6454 0.007 -0.004 -0.002
H -4.6793 1.5108 2.6289 0.022 0.009 0.020
H -2.5336 0.7378 1.6918 0.003 -0.097 -0.093
H -0.0977 4.0263 2.3270 -0.015 -0.011 0.001
H 1.5483 5.8354 2.1852 0.001 -0.006 -0.005
H 3.9692 5.3316 2.2075 -0.003 -0.002 0.007
H 4.7299 2.9783 2.3723 -0.005 0.001 0.002
H 3.0878 1.1618 2.5348 -0.006 -0.004 0.013
C -3.6868 1.1496 -0.9132 -0.029 -0.001 0.051
Si -3.6293 2.3782 -2.3385 0.055 0.051 0.005
C -3.5626 1.4612 -3.9735 -0.001 -0.014 -0.067
C -5.2092 3.4011 -2.2890 -0.035 -0.017 0.017
Si -1.7648 3.7596 -2.1227 0.036 0.008 0.004
Te 0.3389 2.5649 -1.4888 0.012 -0.072 -0.014
Si -1.3216 4.7205 -4.2125 -0.028 -0.005 0.034
C -0.5803 3.4517 -5.3779 0.028 -0.016 -0.019
C -2.9100 5.3946 -4.9723 -0.019 -0.002 -0.008
C -0.1037 6.1360 -3.9993 0.022 0.021 -0.013
Si -2.1922 5.4466 -0.5595 0.001 -0.038 -0.050
C -3.3888 6.7282 -1.2480 -0.021 0.023 0.009
C -0.5862 6.3019 -0.1048 0.020 0.030 0.032
C -2.9384 4.6953 0.9942 -0.018 0.008 0.033
H -4.5190 0.4457 -1.0154 0.026 -0.007 0.006
H -3.7952 1.6883 0.0323 0.003 -0.019 -0.022
H -2.7560 0.5689 -0.8857 0.000 0.010 -0.007
H -4.3323 0.6872 -4.0262 -0.004 -0.015 -0.011
H -2.5903 0.9862 -4.1199 -0.029 0.036 0.019
H -3.7223 2.1580 -4.8007 0.002 -0.018 0.008
H -6.0846 2.7675 -2.4596 0.008 0.014 0.001
H -5.2035 4.1800 -3.0552 0.007 -0.012 0.006
H -5.3319 3.8876 -1.3179 0.000 0.001 -0.018
H -1.2887 2.6505 -5.5984 -0.001 0.005 0.003
H 0.3087 2.9980 -4.9344 -0.016 0.012 -0.006
H -0.2955 3.9234 -6.3228 -0.002 -0.011 0.006
H -3.6162 4.5878 -5.1854 0.008 0.020 0.003
H -2.7029 5.9114 -5.9138 0.005 -0.009 0.012
H -3.4050 6.1022 -4.3033 0.003 -0.001 -0.004
H 0.7896 5.8026 -3.4654 -0.013 0.000 -0.006
H -0.5475 6.9584 -3.4331 0.005 -0.007 0.004
H 0.2075 6.5277 -4.9720 -0.002 0.000 0.015
H -2.9590 7.2402 -2.1124 -0.001 -0.005 0.007
H -3.6156 7.4860 -0.4922 -0.002 -0.009 -0.012
H -4.3312 6.2745 -1.5627 0.004 0.005 0.004
H -0.2093 6.9082 -0.9312 -0.006 -0.006 -0.006
H 0.1792 5.5615 0.1374 -0.009 0.009 -0.004
H -0.7318 6.9580 0.7593 0.020 -0.005 -0.012
H -3.9250 4.2669 0.7970 0.008 0.002 0.002
H -3.0522 5.4470 1.7813 0.001 -0.013 -0.006
H -2.3064 3.8927 1.3819 0.007 -0.007 0.011
```
Forces are in eV/Å.

Summary:
Total charge ... 0
Relative energy (zero: lowest compared OMol25 entry of this formula, charge and spin) ... 0.000 eV
LUMO ... -0.559 eV
Gap between HOMO and LUMO ... 5.82 eV

=====

A molecular structure, C49H59N11OS4TeV, computed with ωB97M-V with the def2-TZVPD basis set.

Structure (XYZ):
```
126
Properties=species:S:1:pos:R:3:forces:R:3
V 0.6635 -0.8548 -0.1632 -1.086 -0.927 -0.102
N 4.2223 -0.7158 0.4732 -0.005 -0.143 -0.073
C 3.7175 -1.6986 -0.3328 -0.056 -0.106 -0.137
N 2.4813 -1.7310 -0.7754 0.579 -0.454 0.005
C 2.2595 -2.8822 -1.5394 -0.105 0.198 0.077
C 3.3137 -3.7095 -1.6397 0.160 -0.164 -0.132
S 4.6661 -3.0558 -0.8020 0.068 0.028 0.057
C 0.9231 -3.0246 -2.1097 -0.043 0.162 0.207
C 0.4407 -4.0271 -2.8574 0.052 -0.172 -0.236
S -1.1919 -3.6986 -3.3054 -0.086 0.026 -0.007
C -1.1398 -2.2162 -2.4074 0.275 -0.151 -0.030
N 0.0243 -1.9933 -1.8211 -0.196 -0.580 -0.406
N -2.1885 -1.3862 -2.3767 0.079 0.091 -0.053
H 3.8008 0.1906 0.3642 -0.120 0.114 0.037
H 5.2244 -0.6907 0.5757 0.015 0.019 0.001
H 3.3913 -4.6537 -2.1573 -0.029 0.097 0.033
H 0.9365 -4.9289 -3.1828 -0.022 0.099 -0.008
H -3.0916 -1.7078 -2.6837 -0.036 0.012 0.005
H -2.1804 -0.6747 -1.6549 -0.056 0.010 0.122
S -1.5617 -0.3764 0.6177 -0.366 0.291 0.134
C -2.2129 -1.8830 1.1813 -0.015 -0.203 -0.060
N -3.4985 -1.9302 1.6062 -0.040 0.066 0.047
C -3.9429 -3.1419 2.2821 0.093 0.122 0.070
C -3.4567 -4.3431 1.5174 0.046 -0.043 -0.064
N -2.0064 -4.2775 1.3903 0.123 -0.001 0.099
C -1.2479 -5.5344 1.4867 -0.129 0.004 -0.037
C -1.9377 -6.6641 0.7644 -0.080 0.047 -0.002
C -2.4507 -7.7531 1.4569 0.026 -0.037 -0.006
C -3.0976 -8.7800 0.7772 0.020 0.028 0.020
C -3.2456 -8.7148 -0.6001 0.007 -0.008 0.003
C -2.7364 -7.6256 -1.2992 0.014 0.039 0.010
C -2.0845 -6.6082 -0.6190 -0.011 -0.030 -0.052
C -1.4171 -3.0679 1.2168 -0.180 0.104 -0.022
S 0.3010 -2.9693 1.0174 0.045 -0.310 0.119
C -4.4566 -0.8264 1.4430 0.085 -0.157 -0.203
C -5.1663 -0.8912 0.1049 0.063 0.003 0.009
C -6.1835 -1.8151 -0.1220 0.000 -0.023 -0.035
C -6.7985 -1.9010 -1.3637 0.032 -0.025 0.035
C -6.4087 -1.0548 -2.3940 0.006 0.012 0.010
C -5.4053 -0.1203 -2.1737 0.008 0.013 -0.004
C -4.7867 -0.0423 -0.9311 -0.074 0.053 0.017
H -5.0278 -3.1471 2.3372 -0.022 0.030 -0.016
H -3.5471 -3.1626 3.3044 -0.030 0.016 -0.002
H -3.9243 -4.3679 0.5287 0.002 -0.040 -0.040
H -3.7268 -5.2596 2.0366 0.027 -0.043 0.018
H -1.0957 -5.7935 2.5385 -0.047 0.023 0.034
H -0.2708 -5.3563 1.0499 0.078 0.014 -0.009
H -2.3386 -7.8065 2.5353 -0.005 0.001 -0.044
H -3.4839 -9.6284 1.3285 0.002 0.032 -0.037
H -3.7522 -9.5114 -1.1313 0.027 0.036 0.031
H -2.8448 -7.5740 -2.3763 -0.002 -0.011 0.046
H -1.6829 -5.7587 -1.1640 -0.015 -0.015 0.030
H -3.9252 0.1168 1.5343 0.020 0.034 0.067
H -5.1681 -0.8977 2.2646 -0.013 0.000 0.008
H -6.5172 -2.4664 0.6790 0.003 0.028 -0.016
H -7.5917 -2.6204 -1.5231 0.007 0.029 0.006
H -6.9055 -1.1057 -3.3546 0.032 -0.011 0.015
H -5.1141 0.5594 -2.9672 -0.021 -0.024 0.047
H -4.0128 0.6968 -0.7522 -0.033 -0.020 -0.010
C 1.2253 0.4378 -3.6640 0.439 0.102 -0.139
C 1.5434 0.9622 -2.2976 -0.815 -0.348 0.389
O 2.4908 1.9480 -2.2616 -0.237 0.177 0.460
N 0.9300 0.6271 -1.2358 0.854 1.168 -1.199
Te 2.0473 2.8857 -0.5366 0.348 0.650 -0.332
C 3.6817 4.2614 -0.4886 -0.019 0.000 0.012
C 3.3508 5.4695 0.1471 -0.139 0.000 -0.029
C 2.0003 5.7607 0.7770 0.156 -0.026 -0.131
C 4.3170 6.4656 0.2070 0.030 0.031 0.040
C 5.5959 6.2834 -0.3026 0.057 0.102 0.017
C 6.6200 7.3863 -0.2609 -0.066 -0.081 -0.010
C 5.9136 5.0435 -0.8434 0.073 0.037 0.003
C 4.9869 4.0158 -0.9383 -0.146 -0.233 -0.106
C 5.4668 2.6910 -1.4887 0.075 0.183 0.101
C 0.6736 4.1226 -1.5500 -0.050 -0.099 0.145
C 1.0430 4.9339 -2.6336 0.036 -0.032 -0.011
C 2.4103 5.0184 -3.2747 -0.162 0.022 0.117
C 0.0463 5.7449 -3.1713 0.014 0.019 -0.048
C -1.2524 5.7710 -2.6822 -0.024 0.050 -0.038
C -2.2837 6.6902 -3.2754 0.040 -0.017 0.015
C -1.5748 4.9371 -1.6154 -0.098 0.034 -0.009
C -0.6331 4.1106 -1.0294 0.094 -0.095 0.107
C -1.0280 3.2543 0.1498 0.089 0.124 -0.094
H 1.8583 0.9019 -4.4163 -0.004 -0.038 -0.031
H 0.1829 0.6627 -3.8847 -0.033 -0.013 0.018
H 1.3533 -0.6437 -3.6894 -0.008 0.006 0.006
H 1.4921 4.8670 1.1546 -0.015 -0.016 0.017
H 1.3248 6.2586 0.0782 0.010 -0.060 0.009
H 2.1291 6.4119 1.6395 0.043 0.018 0.002
H 4.0599 7.4097 0.6763 0.020 -0.038 0.003
H 6.2979 8.2068 0.3778 0.002 -0.018 -0.004
H 6.7861 7.7852 -1.2637 -0.003 -0.006 0.018
H 7.5781 7.0165 0.1058 -0.025 0.008 -0.006
H 6.9252 4.8658 -1.1978 -0.065 0.000 0.002
H 6.0183 2.8330 -2.4189 -0.038 0.023 0.009
H 4.6623 1.9977 -1.6937 -0.146 -0.139 -0.042
H 6.1602 2.2273 -0.7816 -0.032 0.026 -0.002
H 3.0122 4.1321 -3.1227 0.058 -0.101 0.014
H 2.9607 5.8778 -2.8847 0.010 -0.032 0.025
H 2.2944 5.1616 -4.3485 -0.013 0.019 0.018
H 0.3077 6.3795 -4.0122 -0.031 -0.032 0.022
H -2.0085 6.9990 -4.2831 -0.012 -0.014 0.031
H -2.3779 7.5918 -2.6651 0.000 -0.030 -0.017
H -3.2644 6.2148 -3.3105 0.038 0.011 0.003
H -2.5874 4.9381 -1.2252 0.037 -0.006 -0.019
H -2.1075 3.2645 0.2878 0.002 0.012 -0.012
H -0.5800 3.6174 1.0788 -0.003 -0.018 0.011
H -0.7221 2.2171 0.0154 0.009 -0.049 0.008
C 1.2017 -2.7738 5.2233 0.001 0.009 -0.010
C 0.8800 -1.3510 5.6772 -0.057 -0.004 -0.154
C -0.5543 -0.9667 5.3132 0.010 0.042 0.064
C 1.8876 -0.3195 5.1492 -0.161 -0.068 0.012
N 1.6623 0.0030 3.7327 0.115 0.197 0.372
C 1.8010 -0.7573 2.6627 -0.108 0.054 -0.156
N 1.3124 -0.0973 1.6304 0.543 0.633 1.103
N 0.9003 1.1102 2.1068 0.126 -0.236 -0.015
N 1.1042 1.1748 3.3603 0.012 -0.205 -0.086
H 0.5769 -3.4860 5.7636 0.010 0.009 -0.021
H 2.2444 -3.0350 5.4211 -0.041 -0.003 -0.019
H 0.9943 -2.9177 4.1570 0.011 0.011 0.053
H 0.9828 -1.3078 6.7639 0.044 0.006 0.020
H -0.7302 -1.0621 4.2358 0.007 -0.001 0.035
H -0.7847 0.0605 5.6065 -0.005 -0.051 -0.021
H -1.2577 -1.6275 5.8224 0.029 0.025 -0.030
H 2.9113 -0.6720 5.2595 0.047 0.003 -0.019
H 1.7803 0.6206 5.6818 0.023 0.104 -0.042
H 2.2186 -1.7478 2.6540 -0.023 0.015 -0.006
```
Forces are in eV/Å.

Summary:
<S²> ... 3.7778
Total charge ... +2
LUMO (spin up / spin down) ... -5.179 / -5.033 eV
Multiplicity ... 4
Gap between HOMO and LUMO (spin up / spin down) ... 5.45 / 7.48 eV